No. 1
{"formula": "C32H46HfIN5O2Si", "method": "the ωB97M-V functional and the def2-TZVPD basis", "homo_lumo_gap_ev": 6.538, "lumo_ev": -7.2, "molar_mass_g_mol": 866.23, "e_tot_ha": -2305.93325, "charge": 2, "relative_energy_kj_mol": 122.53, "species": ["Hf", "C", "C", "C", "C", "C", "C", "N", "N", "C", "C", "C", "C", "C", "C", "H", "H", "H", "H", "H", "H", "H", "H", "H", "N", "C", "O", "C", "I", "H", "H", "H", "H", "N", "C", "O", "C", "C", "C", "N", "C", "C", "H", "H", "H", "H", "H", "H", "C", "C", "C", "C", "Si", "C", "C", "C", "C", "C", "C", "C", "C", "H", "H", "H", "H", "H", "H", "H", "H", "H", "H", "H", "H", "H", "H", "H", "H", "H", "H", "H", "H", "H", "H", "H", "H", "H", "H", "H"], "coordinates": [[-0.646, 0.200, 0.407], [0.630, -4.723, -2.544], [0.904, -3.365, -2.647], [0.577, -2.511, -1.612], [-0.002, -3.019, -0.442], [-0.286, -4.386, -0.349], [0.021, -5.224, -1.401], [-0.316, -2.113, 0.579], [-0.925, -2.614, 1.592], [-1.334, -1.802, 2.606], [-1.773, -2.483, 3.761], [-2.141, -1.762, 4.874], [-2.170, -0.374, 4.806], [-1.815, 0.291, 3.633], [-1.333, -0.373, 2.505], [0.881, -5.383, -3.359], [1.357, -2.970, -3.544], [0.750, -1.441, -1.710], [-0.762, -4.760, 0.543], [-0.221, -6.273, -1.337], [-1.780, -3.563, 3.757], [-2.411, -2.266, 5.788], [-2.467, 0.198, 5.673], [-1.891, 1.372, 3.637], [3.998, 0.488, -0.592], [2.943, -0.120, -0.072], [1.777, 0.119, -0.426], [3.227, -1.103, 1.031], [2.112, -0.395, 2.744], [3.896, 1.157, -1.341], [4.936, 0.279, -0.287], [4.280, -1.146, 1.298], [2.853, -2.099, 0.789], [2.023, 7.354, 0.478], [2.229, 6.386, 1.387], [2.951, 6.485, 2.348], [1.547, 5.064, 1.125], [0.928, 4.399, 2.182], [0.452, 3.119, 1.982], [0.570, 2.458, 0.820], [1.183, 3.100, -0.183], [1.671, 4.390, -0.088], [2.454, 8.250, 0.657], [1.348, 7.287, -0.264], [0.838, 4.876, 3.147], [-0.014, 2.568, 2.790], [1.302, 2.534, -1.098], [2.164, 4.850, -0.931], [-1.749, 0.077, -4.107], [-1.969, 1.329, -3.253], [-3.026, 2.174, -3.968], [-0.636, 2.090, -3.219], [-2.536, 0.865, -1.411], [-3.767, -0.699, -1.335], [-4.181, -0.954, 0.121], [-3.054, -1.975, -1.801], [-5.029, -0.534, -2.186], [-3.286, 2.445, -0.436], [-3.130, 2.240, 1.083], [-4.771, 2.682, -0.729], [-2.520, 3.731, -0.773], [-1.317, 0.357, -5.066], [-2.691, -0.419, -4.317], [-1.068, -0.630, -3.638], [-2.724, 2.348, -5.000], [-3.165, 3.143, -3.501], [-3.983, 1.662, -3.985], [-0.318, 2.322, -4.234], [0.149, 1.482, -2.758], [-0.718, 3.034, -2.688], [-3.309, -1.083, 0.776], [-4.767, -1.871, 0.176], [-4.801, -0.155, 0.513], [-2.112, -2.118, -1.269], [-2.853, -1.976, -2.865], [-3.688, -2.837, -1.597], [-5.619, 0.321, -1.875], [-5.655, -1.421, -2.096], [-4.782, -0.414, -3.236], [-3.532, 1.286, 1.421], [-3.684, 3.022, 1.603], [-2.078, 2.326, 1.386], [-5.379, 1.886, -0.309], [-4.966, 2.747, -1.795], [-5.095, 3.616, -0.273], [-1.443, 3.610, -0.643], [-2.840, 4.536, -0.112], [-2.713, 4.057, -1.789]], "atomic_forces_ev_per_a": [[3.2, 0.4, 1.3], [0.1, 0.2, 0.0], [-0.1, -0.1, -0.1], [-0.2, 0.2, 0.5], [0.6, -0.7, -1.1], [0.0, 0.3, 0.2], [0.0, 0.1, 0.0], [-1.8, 0.9, 1.5], [1.2, -0.4, -1.4], [-0.4, 0.9, 0.8], [0.3, 0.2, -0.6], [-0.1, 0.3, 0.1], [0.1, -0.2, -0.1], [0.3, 0.3, -0.3], [-0.5, -0.5, -0.5], [0.0, -0.1, -0.1], [0.0, 0.0, -0.1], [0.1, -0.2, 0.0], [0.0, -0.1, 0.0], [0.0, -0.1, 0.0], [0.0, -0.1, 0.0], [-0.1, -0.1, 0.1], [-0.1, 0.1, 0.0], [0.0, 0.0, -0.1], [-0.1, 0.1, -0.3], [0.2, -0.3, 0.6], [-1.3, 0.3, -0.3], [-0.2, 0.2, 0.3], [0.3, -0.3, -0.3], [-0.1, 0.0, 0.0], [-0.1, -0.1, 0.0], [-0.1, 0.0, 0.1], [0.0, 0.2, 0.0], [0.0, 0.3, -0.2], [-0.1, -0.1, -0.1], [0.0, 0.0, 0.3], [0.0, -0.5, 0.0], [0.0, 0.0, -0.2], [-0.1, -0.1, 0.3], [-0.6, -0.6, -0.2], [0.1, -0.3, -0.4], [-0.2, 0.0, 0.4], [0.0, 0.0, -0.1], [0.0, 0.0, 0.1], [0.0, 0.0, 0.0], [-0.1, 0.1, 0.0], [-0.1, 0.1, 0.0], [0.1, 0.0, -0.1], [-0.1, 0.0, 0.3], [0.1, -0.2, 0.4], [0.0, 0.0, 0.3], [-0.2, -0.1, 0.1], [-1.0, 0.1, -0.5], [0.2, 0.3, 0.0], [0.1, 0.3, -0.3], [0.1, 0.3, 0.0], [0.2, 0.2, 0.1], [0.3, -0.2, -0.1], [-0.2, -0.4, -0.5], [0.2, -0.3, 0.0], [0.0, -0.3, -0.1], [0.1, 0.1, -0.1], [-0.1, -0.2, 0.0], [0.1, -0.2, 0.1], [0.1, 0.0, -0.2], [-0.1, 0.2, 0.0], [-0.2, 0.0, -0.1], [0.1, 0.0, -0.2], [0.1, 0.0, 0.0], [0.1, 0.1, 0.1], [-0.1, 0.0, 0.1], [0.0, -0.2, 0.0], [0.0, 0.1, 0.2], [0.0, -0.1, -0.1], [0.1, 0.0, -0.1], [-0.1, -0.1, 0.1], [-0.2, 0.1, 0.0], [-0.1, -0.1, 0.0], [0.0, 0.0, -0.2], [0.0, 0.0, 0.1], [0.1, 0.1, 0.2], [0.2, 0.0, 0.2], [-0.2, -0.1, 0.0], [-0.1, 0.0, -0.1], [0.0, 0.2, 0.1], [0.1, 0.1, 0.0], [-0.1, 0.1, 0.1], [0.1, 0.1, -0.1]], "lowdin_charge": [1.69, -0.04, -0.05, -0.06, -0.30, 0.00, -0.04, -0.07, 0.11, -0.37, 0.02, -0.03, -0.03, -0.12, -0.29, 0.12, 0.12, 0.08, 0.11, 0.12, 0.13, 0.12, 0.12, 0.09, 0.24, -0.63, -0.18, -0.46, 1.04, 0.14, 0.14, 0.06, 0.07, 0.20, -0.52, 0.11, -0.09, 0.05, -0.13, -0.04, -0.14, 0.03, 0.13, 0.12, 0.14, 0.10, 0.09, 0.13, -0.10, -0.63, -0.08, -0.11, 0.78, -0.63, -0.10, -0.10, -0.07, -0.63, -0.13, -0.08, -0.10, 0.09, 0.07, 0.06, 0.10, 0.06, 0.08, 0.09, 0.05, 0.06, 0.04, 0.10, 0.07, 0.03, 0.07, 0.10, 0.07, 0.10, 0.07, 0.06, 0.11, 0.03, 0.07, 0.08, 0.10, 0.04, 0.09, 0.07]}

No. 2
{"formula": "C21H23BrF5NO4S3SeTm", "method": "the ωB97M-V functional and the def2-TZVPD basis", "homo_lumo_gap_ev": [7.801, 7.799], "lumo_ev": [-2.6, -2.6], "molar_mass_g_mol": 872.41, "e_tot_ha": -8924.16389, "multiplicity": 3, "charge": 1, "relative_energy_kj_mol": 0.00, "species": ["Tm", "C", "C", "S", "C", "C", "S", "C", "C", "S", "H", "H", "H", "H", "H", "H", "H", "H", "H", "H", "H", "H", "C", "C", "C", "O", "C", "O", "O", "H", "H", "H", "H", "H", "H", "H", "O", "C", "C", "C", "N", "C", "Br", "C", "H", "H", "H", "H", "F", "C", "C", "F", "C", "F", "C", "Se", "C", "F", "C", "F"], "coordinates": [[0.166, 0.415, -0.060], [2.862, 0.079, 3.514], [3.473, 1.053, 2.492], [2.285, 1.981, 1.468], [1.405, 2.991, 2.704], [0.344, 2.170, 3.585], [-0.846, 1.125, 2.613], [-0.994, -0.415, 3.522], [0.314, -1.068, 3.904], [1.656, -1.088, 2.665], [3.665, -0.512, 3.943], [2.348, 0.633, 4.300], [4.039, 1.776, 3.101], [4.108, 0.548, 1.815], [2.179, 3.299, 3.320], [0.993, 3.840, 2.141], [0.742, 1.471, 4.379], [-0.246, 2.927, 4.086], [-1.732, -0.292, 4.311], [-1.530, -1.032, 2.817], [0.760, -0.665, 4.786], [0.150, -2.115, 4.153], [-2.858, -1.958, -2.057], [-2.528, -0.548, -1.934], [-3.622, 0.416, -2.384], [-2.351, -0.193, -0.540], [-1.293, -0.343, -2.783], [-1.352, -0.365, -3.996], [-0.205, -0.147, -2.056], [-3.739, -2.264, -1.535], [-2.073, -2.614, -1.755], [-3.003, -2.058, -3.103], [-4.579, 0.261, -1.821], [-3.834, 0.337, -3.437], [-3.273, 1.442, -2.220], [-2.779, 0.689, -0.400], [0.935, -6.025, 0.272], [0.577, -4.784, 0.177], [-0.666, -4.223, 0.571], [-0.763, -2.865, 0.538], [0.180, -2.078, 0.107], [1.363, -2.578, -0.271], [2.626, -1.186, -0.753], [1.575, -3.915, -0.346], [0.242, -6.620, 0.620], [-1.473, -4.894, 0.850], [-1.649, -2.354, 0.936], [2.571, -4.353, -0.544], [1.416, 2.898, -5.978], [1.026, 2.930, -4.748], [-0.054, 3.727, -4.512], [-0.641, 4.377, -5.541], [-0.639, 3.793, -3.268], [-1.723, 4.531, -3.132], [-0.018, 3.096, -2.210], [-0.781, 2.893, -0.468], [1.131, 2.384, -2.530], [1.702, 1.722, -1.421], [1.705, 2.223, -3.775], [2.710, 1.525, -4.110]], "atomic_forces_ev_per_a": [[0.1, -0.6, -0.3], [-0.4, -0.3, -1.2], [-1.2, 0.7, 1.6], [0.1, 0.0, -0.2], [-1.6, -2.5, -0.7], [0.3, 0.0, -0.3], [0.1, 1.0, -0.3], [-0.1, 0.2, -0.4], [0.2, -1.0, -0.1], [0.3, 0.8, 0.8], [0.0, -0.1, 0.1], [0.2, -0.3, -0.2], [0.1, -0.1, -0.5], [0.8, -0.4, -0.7], [1.3, 1.0, 1.5], [-0.2, -0.4, 0.4], [-0.1, 1.2, -1.1], [-0.3, 0.0, 0.2], [0.4, 0.0, 0.5], [-0.1, -0.4, -0.4], [0.1, 0.5, 0.7], [-0.3, -0.1, 0.0], [-0.7, -1.0, 0.0], [-1.1, 2.0, 0.4], [-0.8, 0.0, 0.1], [1.0, 0.8, 1.2], [1.3, 0.9, 0.0], [0.1, -0.1, 0.9], [-0.2, -0.1, -0.5], [-0.8, 0.0, 0.4], [0.8, -0.4, 0.1], [-0.3, -0.7, -1.1], [0.8, 0.0, -0.4], [0.0, -0.2, -0.4], [-0.1, 0.0, 0.0], [0.5, -1.0, -0.2], [-0.2, -2.2, 0.2], [-0.6, 2.7, -0.4], [1.1, -1.8, -0.4], [-1.6, 0.0, 0.7], [1.6, 1.8, 0.0], [-1.1, 0.6, -0.4], [-0.2, -1.0, 0.1], [1.4, -1.0, 0.8], [0.3, 0.5, -0.2], [0.0, 0.3, 0.2], [0.1, -0.3, -0.5], [-0.8, 0.4, -0.2], [1.1, -0.4, -1.9], [0.0, 0.3, 0.1], [-1.6, 0.7, -0.2], [0.5, -0.4, 0.6], [1.1, -0.5, 0.8], [-0.4, 0.0, 0.4], [-0.4, 0.1, -0.8], [-0.6, 1.1, 0.1], [0.2, -0.5, 1.3], [0.2, 0.0, -1.0], [-3.0, 2.1, 0.7], [2.4, -1.7, -0.1]], "lowdin_charge": [0.88, -0.44, -0.49, 0.81, -0.43, -0.40, 0.81, -0.50, -0.50, 0.86, 0.08, 0.06, 0.10, 0.05, 0.05, 0.08, 0.07, 0.07, 0.09, 0.05, 0.06, 0.08, 0.00, -0.54, 0.01, -0.13, -0.54, 0.12, -0.23, 0.10, 0.08, 0.10, 0.12, 0.10, 0.09, 0.08, 0.14, -0.30, 0.04, -0.17, -0.11, -0.66, 0.89, 0.01, 0.16, 0.13, 0.13, 0.15, 0.18, -0.17, -0.12, 0.13, -0.24, 0.12, -0.47, 0.69, -0.20, -0.17, -0.19, 0.21]}